{"formula": "C23H21F2N2", "method": "ωB97M-V/def2-TZVPD", "symbols": ["C", "C", "C", "F", "C", "C", "C", "C", "C", "C", "F", "C", "C", "C", "C", "C", "C", "H", "H", "H", "H", "H", "H", "H", "H", "H", "H", "H", "H", "H", "N", "C", "C", "C", "C", "N", "C", "C", "C", "C", "H", "H", "H", "H", "H", "H", "H", "H"], "xyz": [[5.812, 2.947, 1.052], [4.463, 2.362, 0.860], [3.358, 3.182, 0.656], [3.558, 4.541, 0.700], [2.080, 2.701, 0.446], [1.812, 1.307, 0.640], [0.521, 0.714, 0.703], [-0.760, 1.330, 0.764], [-1.010, 2.730, 0.921], [-2.308, 3.199, 0.906], [-2.529, 4.553, 0.956], [-3.426, 2.372, 0.875], [-4.787, 2.945, 0.990], [-3.196, 0.991, 0.758], [-1.914, 0.484, 0.750], [2.958, 0.466, 0.814], [4.239, 0.975, 0.858], [6.537, 2.131, 1.101], [6.084, 3.613, 0.224], [5.872, 3.520, 1.986], [1.301, 3.386, 0.121], [0.516, -0.363, 0.886], [-0.196, 3.428, 1.078], [-5.510, 2.126, 0.996], [-4.902, 3.513, 1.921], [-5.024, 3.614, 0.155], [-4.057, 0.325, 0.697], [-1.754, -0.595, 0.718], [2.800, -0.611, 0.894], [5.101, 0.310, 0.926], [-3.926, -3.851, -1.675], [-2.571, -3.832, -1.583], [-1.886, -2.589, -1.524], [-0.506, -2.598, -1.321], [0.183, -3.852, -1.216], [1.530, -3.575, -1.121], [1.735, -2.207, -1.159], [0.499, -1.576, -1.223], [-0.477, -5.076, -1.325], [-1.856, -5.062, -1.516], [-4.425, -4.712, -1.841], [-4.466, -2.996, -1.774], [-2.440, -1.657, -1.689], [2.246, -4.292, -1.046], [2.740, -1.809, -1.164], [0.299, -0.518, -1.304], [0.087, -6.000, -1.243], [-2.403, -5.995, -1.627]], "orbital_gap_ev": 3.79, "charge": 1, "homo_energy_ha": -0.3498}

{"formula": "C20H23AsCrIN5S4", "method": "ωB97M-V/def2-TZVPD", "symbols": ["Cr", "S", "As", "S", "S", "S", "C", "C", "C", "C", "C", "C", "C", "C", "C", "C", "H", "H", "H", "H", "H", "H", "H", "I", "C", "C", "N", "N", "C", "H", "H", "H", "C", "C", "N", "C", "N", "C", "C", "C", "N", "C", "H", "H", "H", "H", "H", "H", "H", "H", "H", "H", "H", "H", "H"], "xyz": [[-1.101, -0.296, 0.385], [-1.602, -4.048, 1.242], [-2.651, -2.367, 2.023], [-1.108, -0.866, 2.630], [-3.308, -1.133, 0.263], [-4.184, -2.620, 3.411], [-4.120, 4.275, 2.019], [-3.984, 2.933, 2.430], [-3.124, 2.094, 1.781], [-2.347, 2.541, 0.680], [-1.441, 1.673, -0.009], [-0.733, 2.204, -1.065], [-0.871, 3.549, -1.476], [-1.729, 4.380, -0.820], [-2.487, 3.898, 0.274], [-3.388, 4.744, 0.968], [-4.807, 4.931, 2.540], [-4.569, 2.562, 3.261], [-3.024, 1.067, 2.100], [-0.032, 1.583, -1.614], [-0.293, 3.913, -2.317], [-1.847, 5.415, -1.121], [-3.484, 5.775, 0.644], [1.347, -2.422, -5.025], [0.066, -1.984, -3.464], [-1.140, -2.594, -3.171], [-1.602, -2.007, -2.065], [-0.778, -1.051, -1.624], [0.246, -1.018, -2.471], [-1.674, -3.388, -3.662], [-2.433, -2.161, -1.465], [1.073, -0.350, -2.310], [3.144, -3.491, -0.495], [1.774, -3.699, 0.114], [1.115, -2.420, 0.306], [1.729, -1.220, 0.382], [0.996, -0.138, 0.502], [1.672, 1.077, 0.936], [2.976, 1.256, 0.181], [3.849, 0.043, 0.434], [3.096, -1.185, 0.253], [3.862, -2.418, 0.300], [3.053, -3.164, -1.534], [3.709, -4.424, -0.479], [1.860, -4.218, 1.075], [1.139, -4.316, -0.523], [0.208, -2.522, 0.775], [1.866, 1.031, 2.016], [1.003, 1.917, 0.764], [3.500, 2.159, 0.501], [2.763, 1.351, -0.888], [4.253, 0.084, 1.455], [4.701, 0.021, -0.252], [4.019, -2.747, 1.336], [4.844, -2.208, -0.130]], "orbital_gap_ev": [6.02, 6.06], "charge": -1, "s2": 3.8331, "homo_energy_ha": [-0.1574, -0.1590], "multiplicity": 4}

{"formula": "C6H12O", "method": "ωB97M-V/def2-TZVPD", "symbols": ["C", "C", "C", "C", "O", "C", "C", "H", "H", "H", "H", "H", "H", "H", "H", "H", "H", "H", "H"], "xyz": [[-0.813, -1.728, -0.581], [-0.679, -0.243, -0.615], [-1.179, 0.463, 0.594], [-0.363, 1.994, 1.030], [0.573, 1.338, 0.298], [0.713, 0.330, -0.556], [1.843, -0.440, -0.028], [-1.855, -2.048, -0.620], [-0.284, -2.176, -1.424], [-0.392, -2.150, 0.335], [-1.175, 0.147, -1.509], [-1.179, -0.147, 1.500], [-2.194, 0.852, 0.531], [0.175, 2.241, 1.930], [-0.620, 2.757, 0.294], [0.956, 0.807, -1.505], [1.623, -0.953, 0.909], [2.118, -1.197, -0.760], [2.733, 0.154, 0.177]], "smiles": "C[C@@H]1OCC[C@@H]1C", "orbital_gap_ev": 9.33, "homo_energy_ha": -0.3031}

{"formula": "C4H9N", "method": "ωB97M-V/def2-TZVPD", "symbols": ["C", "C", "C", "N", "C", "H", "H", "H", "H", "H", "H", "H", "H", "H"], "xyz": [[-1.788, 0.515, -0.477], [-0.518, 0.257, 0.293], [-0.046, -1.069, 0.775], [0.519, -0.459, -0.413], [1.848, 0.112, -0.337], [-2.536, 1.034, 0.131], [-1.553, 1.147, -1.341], [-2.223, -0.415, -0.854], [-0.178, 1.095, 0.908], [-0.636, -1.969, 0.609], [0.552, -1.081, 1.689], [2.105, 0.497, 0.666], [2.596, -0.630, -0.632], [1.899, 0.946, -1.047]], "smiles": "C[C@H]1CN1C", "orbital_gap_ev": 10.37, "homo_energy_ha": -0.3348}

{"formula": "C7H14S", "method": "ωB97M-V/def2-TZVPD", "symbols": ["C", "C", "C", "C", "C", "C", "C", "H", "H", "H", "H", "H", "H", "H", "H", "H", "H", "H", "H", "H", "H", "S"], "xyz": [[-1.452, 0.494, -0.967], [-0.596, -0.392, -0.103], [-1.306, -0.794, 1.200], [-0.023, -1.749, -0.641], [0.844, 0.166, 0.086], [1.228, 1.035, -1.022], [1.244, 0.863, 1.406], [-1.007, 0.711, -1.974], [-1.625, 1.461, -0.487], [-2.339, -0.057, -1.190], [-1.390, -0.004, 1.925], [-0.575, -1.535, 1.676], [-2.303, -1.227, 1.178], [-0.310, -2.722, -0.217], [-0.121, -1.872, -1.745], [0.742, 2.002, -0.977], [0.962, 0.656, -2.067], [2.341, 1.309, -1.083], [0.604, 1.691, 1.495], [1.116, 0.143, 2.285], [2.281, 1.201, 1.399], [1.685, -1.381, -0.176]], "smiles": "CC1(C)CSC1(C)C", "orbital_gap_ev": 9.11, "homo_energy_ha": -0.3041}

{"formula": "C3H5NO3", "method": "ωB97M-V/def2-TZVPD", "symbols": ["C", "C", "C", "N", "O", "O", "O", "H", "H", "H", "H", "H"], "xyz": [[-0.083, -0.218, 1.402], [2.040, -0.736, 0.248], [-1.718, 0.655, -0.860], [2.399, -0.146, -0.702], [0.071, -1.016, 2.271], [-1.119, 0.666, 1.330], [-1.163, 1.398, 0.160], [2.053, -1.481, 1.000], [-1.314, -0.405, -1.011], [-1.451, 1.082, -1.761], [-2.811, 0.464, -0.629], [3.095, -0.263, -1.449]], "orbital_gap_ev": [7.79, 7.47], "homo_energy_ha": [-0.2794, -0.2726]}

Table of energy relative to the best compared isomer or geometry (same formula, charge and spin) (kcal per mole), in record order: 5.9, 0.0, 105.6, 23.5, 23.2, 198.2